The following is a DFT calculation (the ωB97M-V functional and the def2-TZVPD basis) of 4 unconnected molecules or ions with the total composition C21H52N3O7.

Each line ends with the Mulliken charge.
Geometry (Å):
C: 2.52481 0.74062 0.76080  -0.900
H: -2.24233 -5.73932 -3.92854  0.351
H: 4.03078 3.39967 -2.30710  0.400
H: 0.43708 2.69681 1.78450  -0.216
C: -1.37035 2.21728 2.69380  -0.590
H: 0.39536 4.91609 6.74180  0.389
H: 1.62400 0.17844 1.00367  0.199
C: 3.81295 1.12184 -3.85035  -0.798
H: 1.87070 1.95384 -4.39689  0.319
H: 0.91736 2.50406 4.11464  0.137
O: 1.71048 -0.09493 -4.21052  -0.406
H: 4.39470 1.93117 -4.30892  0.418
H: -2.12156 2.54178 3.42665  0.379
H: 3.00893 3.14599 7.13948  0.360
H: -0.52023 4.12683 2.15882  0.497
C: -2.44561 -4.72303 -3.57034  -0.524
H: -2.55563 -1.84747 -5.70454  0.379
H: 0.78955 -4.84481 2.12281  0.258
O: -2.02642 -3.25566 1.54181  -0.327
H: -1.06584 -0.58758 4.30705  0.235
C: -0.20431 -4.56007 2.48725  -0.914
H: -3.33295 -4.30341 -0.44296  0.182
C: -0.03587 4.15039 4.78280  -0.305
H: 1.82380 4.64389 5.71889  0.400
H: 4.10992 2.39961 0.00047  0.438
O: -0.92233 0.91318 2.97594  -0.213
C: -1.40340 -3.80697 -4.20970  -0.882
H: -2.49969 0.46706 -1.07018  0.230
C: 0.84551 4.24268 6.00618  -0.749
H: -3.62249 -2.27262 -4.35755  0.281
H: -2.07606 1.55372 -2.46165  0.385
H: -1.50905 -2.17380 -2.99222  0.070
H: 0.37216 1.05886 -3.11461  0.277
H: -4.17058 -3.77626 -1.92685  0.356
C: 3.16748 2.67955 -0.48317  -0.987
H: -1.77047 0.95121 4.86675  0.332
H: -0.28240 -2.26675 0.96888  0.059
N: -1.51067 -2.37450 -3.99042  -0.033
H: -1.21801 0.01425 -2.13857  -0.276
N: 3.80806 1.33354 -2.41109  -0.318
H: -0.42398 -4.13759 -3.85336  0.357
H: -1.85930 2.17491 1.71593  0.286
C: 2.32815 2.47670 6.59929  -0.730
H: -2.74385 -2.89652 -1.28302  0.134
H: -0.11447 -3.59540 2.99562  0.178
H: -1.89931 -5.24689 1.28523  0.353
O: 1.00745 2.96422 6.60568  -0.354
O: 2.13167 1.80108 -0.08785  -0.058
O: -2.37294 -4.78047 -2.16942  -0.331
H: -0.22914 5.16584 4.41867  0.329
C: -2.82173 -0.30916 -4.24523  -0.662
C: -0.18836 3.15897 2.55257  -0.298
H: 2.31233 1.51026 7.10001  0.250
H: 2.33883 2.89726 -2.41968  0.203
C: -1.23067 -4.37610 1.35505  -0.316
H: -1.42578 -3.97500 -5.29468  0.432
C: -1.35396 -1.98831 1.09171  -0.549
H: 1.24967 -0.14576 -2.15915  0.280
O: -3.15780 -0.16999 -2.88918  -0.425
C: 2.46438 1.04425 -4.55910  -0.415
H: 2.66027 0.96683 -5.63311  0.330
N: 0.62847 3.40015 3.73486  -0.205
H: 3.24962 0.07599 0.27723  0.492
H: -0.53172 -5.31533 3.21016  0.301
H: -3.61558 0.13879 -4.85574  0.423
H: -1.35883 -1.34338 1.99261  -0.123
C: 0.79659 0.04854 -3.13507  -0.393
H: 2.71712 2.34648 5.58320  0.284
C: -2.18971 0.51391 -2.11041  -0.164
C: 3.31601 2.63258 -1.98787  -0.253
H: -0.01120 0.73531 4.85600  0.196
H: -0.00512 -0.67133 -3.29160  0.054
H: 3.24784 0.61207 -1.97048  0.143
C: -3.19540 -3.88194 -1.43219  -0.541
C: -0.93753 0.49451 4.31792  -0.709
H: -1.88298 0.21724 -4.46047  0.257
H: 2.97055 1.11542 1.69032  0.311
H: 4.34392 0.18949 -4.05785  0.374
H: -1.00493 3.72602 5.08909  0.249
C: -2.67577 -1.77209 -4.61613  -0.538
H: 2.90691 3.69627 -0.17159  0.351
H: -3.46207 -4.45729 -3.89381  0.335
H: -0.71498 -4.29570 0.37905  0.270

E_tot in hartree: -1522.0267
F_max in eV Å⁻¹: 0.45
Net charge: -1
Orbital gap in eV: 4.02